(1)
A 3-piece molecular cluster, C16H28N3O2S overall, computed with wB97M-V/def2-TZVPD.

```
50
Properties=species:S:1:pos:R:3
S -1.95 -4.88 1.90
O 2.08 2.69 -4.62
O 0.98 3.30 1.14
N 0.86 3.19 -2.77
N 0.23 4.59 2.85
N -3.18 -4.82 0.75
C -1.13 -2.47 0.61
C 0.60 3.43 2.29
C 1.58 -0.94 -1.51
C 1.71 -1.88 -2.50
C 0.28 5.80 2.05
C -0.22 4.68 4.23
C 1.28 2.38 -3.76
C -0.11 2.76 -1.77
C 0.65 -1.12 -0.51
C -1.18 -6.51 1.77
C -0.14 -2.26 -0.53
C -0.63 -3.73 1.42
C 1.38 4.54 -2.71
C 0.92 -3.01 -2.54
C 0.00 -3.19 -1.53
C -1.30 -7.25 0.68
H -0.36 5.69 1.18
H -0.99 3.40 -1.82
H -2.16 -2.58 0.25
H -0.04 6.66 2.63
H 0.44 5.35 4.78
H -1.85 -6.84 -0.16
H -0.10 -3.38 2.31
H -0.41 1.72 -1.94
H 0.35 2.84 -0.78
H 0.94 5.07 -1.86
H 1.14 5.07 -3.63
H -2.82 -4.83 -0.20
H 2.47 -1.70 -3.26
H 0.55 -0.40 0.30
H -1.04 -1.62 1.29
H 0.52 2.57 2.99
H -0.20 3.70 4.70
H 0.83 1.37 -3.72
H 2.46 4.51 -2.60
H -1.23 5.08 4.26
H -0.64 -6.86 2.65
H 1.05 -3.74 -3.33
H 1.31 5.96 1.70
H -0.63 -4.08 -1.51
H 0.10 -4.28 0.81
H -0.89 -8.26 0.62
H 2.19 -0.04 -1.51
H -3.71 -5.69 0.88
```

Kohn-Sham gap: 6.7927 eV
charge: +1

Results of the Mulliken charge analysis, in e, for atoms 1 through 8: S 0.3033; O -0.6102; O -0.6645; N 0.1254; N 0.1068; N -0.5515; C -1.1304; C 0.1482

***

(2)
A 3-piece molecular cluster, C3H11NO3 overall, computed with wB97M-V/def2-TZVPD.

```
18
Properties=species:S:1:pos:R:3
O -0.20 -1.56 2.32
O 1.10 -4.12 -0.58
O -1.27 -0.63 -0.80
N -0.31 1.44 -0.45
C -1.06 0.35 -0.12
C 0.15 2.29 0.62
C 0.22 1.46 -1.79
H -1.55 0.44 0.86
H 1.02 -3.16 -0.47
H -0.38 0.78 -2.40
H 0.19 2.46 -2.21
H 0.47 -4.30 -1.30
H -0.57 2.22 1.43
H -0.23 -1.50 3.28
H 1.20 1.00 -1.81
H 0.12 3.33 0.28
H 0.01 -2.48 2.11
H 1.09 1.97 1.02
```

ΔE to the lowest compared entry with this formula, charge and spin: 114.5 kJ/mol
SMILES string: CN(C)C=O.O.O
Kohn-Sham gap: 9.9420 eV

Results of the Mulliken charge analysis, in e, for atoms 1 through 8: O -0.5740; O -0.6505; O -0.5914; N 0.1179; C 0.0275; C -0.8476; C -0.9065; H 0.3388

***

(3)
A 7-piece molecular cluster, C12H33BN13O12P overall, computed with wB97M-V/def2-TZVPD.

```
72
Properties=species:S:1:pos:R:3
P -1.62 -1.46 1.79
O -0.95 6.47 1.37
O -2.26 1.06 -0.38
O -1.81 -4.61 4.69
O -2.26 -0.33 -2.30
O -2.78 5.63 -1.54
O 0.06 -6.96 2.31
O 6.93 -3.30 0.37
O 1.68 -1.74 -0.63
O -1.50 0.32 -7.31
O -1.08 -2.58 2.85
O 1.14 -0.59 -2.50
O 1.41 -2.98 1.24
N 0.55 -0.17 -6.47
N 1.02 7.57 1.58
N 0.45 -4.84 4.77
N 1.54 -8.31 1.25
N 5.40 -3.05 -1.28
N -0.81 -4.92 6.70
N 1.47 -6.04 0.79
N 4.74 -3.06 0.93
N -1.31 0.04 2.51
N 0.16 7.08 -0.51
N -1.23 0.19 -5.06
N -2.22 7.09 -3.18
N -3.65 7.72 -1.47
C 0.83 -0.97 -1.42
C -1.54 2.31 -0.39
C -0.78 0.13 -6.34
C -2.47 3.40 0.11
C -2.88 6.74 -2.03
C 0.96 -7.09 1.51
C -0.43 -0.77 -0.66
C 5.77 -3.15 0.03
C -0.33 -1.45 0.50
C 0.99 -2.16 0.47
C -0.78 -4.78 5.34
C 0.01 7.00 0.84
B -1.70 0.06 -1.10
H -1.70 -4.88 7.15
H -1.97 4.36 0.15
H -1.98 0.24 3.24
H 1.16 -0.34 -5.69
H 4.45 -2.92 -1.58
H 1.29 -4.98 5.31
H -2.87 3.09 1.08
H 1.19 -9.10 1.75
H -3.22 -0.30 -2.20
H 2.28 -8.44 0.59
H -2.29 8.00 -3.60
H 0.92 -0.23 -7.40
H -2.20 0.40 -4.91
H -1.21 2.56 -1.40
H -0.55 6.67 -1.09
H -0.71 2.22 0.31
H -3.74 8.64 -1.86
H 0.01 -5.06 7.26
H -0.65 0.03 -4.25
H 2.21 -6.13 0.13
H -4.14 7.49 -0.63
H -1.65 6.39 -3.62
H 0.93 7.53 2.58
H 3.78 -2.94 0.66
H 1.08 -5.13 0.96
H -3.33 3.42 -0.57
H -0.36 0.13 2.86
H 4.98 -3.12 1.90
H 6.12 -3.11 -1.97
H 1.82 8.01 1.17
H 0.52 -4.75 3.78
H -1.82 -2.77 3.45
H 0.95 7.51 -0.95
```

SMILES string: CCOB(O)C1=C(P(N)O)C(=O)OC1=O.NC(N)=O.NC(N)=O.NC(N)=O.NC(N)=O.NC(N)=O.NC(N)=O
Kohn-Sham gap: 7.6801 eV

Results of the Mulliken charge analysis, in e, for atoms 1 through 8: P -0.0864; O -0.6037; O -0.4730; O -0.6945; O -0.5604; O -0.5348; O -0.6256; O -0.6649

***

(4)
A 2-piece molecular cluster, C5H3NO overall, computed with wB97M-V/def2-TZVPD.

```
10
Properties=species:S:1:pos:R:3
O -1.16 1.72 0.82
N 2.91 -0.77 0.02
C -1.83 -0.91 -0.27
C -0.83 -1.56 -0.47
C 0.89 0.80 -0.14
C -0.19 1.22 0.43
C 1.95 -0.12 -0.04
H -2.69 -0.31 -0.09
H 0.02 -2.17 -0.65
H 1.06 1.94 0.32
```

ΔE to the lowest compared entry with this formula, charge and spin: 405.9 kJ/mol
SMILES string: N#CC=C=O.C#C
Kohn-Sham gap: 10.6233 eV

Results of the Mulliken charge analysis, in e, for atoms 1 through 8: O -0.3974; N -0.3824; C -0.5404; C -0.3076; C -0.7473; C 0.9273; C 0.4073; H 0.3920

***

| no. | E_HOMO (eV) | lowest unoccupied orbital energy (eV) |
| --- | --- | --- |
| 1 | -10.4 | -3.63 |
| 2 | -9.3 | 0.65 |
| 3 | -9.1 | -1.45 |
| 4 | -10.3 | 0.33 |